1) Entry from OMol25: 2 unconnected molecules or ions with the total composition C3H10NO3 (ωB97M-V/def2-TZVPD).

The geometry in XYZ format:
```
17
C3H10NO3 ωB97M-V/def2-TZVPD
O 1.198 0.179 3.453
O -0.135 -2.395 -0.834
O -1.264 0.820 -2.376
N 0.492 -0.062 0.784
C 0.034 0.680 -1.754
C -0.514 -0.023 -0.463
C -0.889 -1.464 -1.106
H 0.532 0.536 4.120
H -1.082 1.030 -3.486
H 1.442 0.175 0.703
H 0.475 -1.051 1.248
H -1.814 -1.672 -1.666
H 0.014 0.706 1.383
H -1.457 0.476 -0.031
H 0.164 1.759 -1.548
H 0.740 0.059 -2.345
H 2.066 0.247 3.915
```

- Net charge: +1
- Lowest unoccupied orbital energy: -0.129 Ha
- HOMO-LUMO gap: 10.65 eV

---

2) Entry from OMol25: 2 unconnected molecules or ions with the total composition C3H10NO3 (ωB97M-V/def2-TZVPD).

The geometry in XYZ format:
```
17
C3H10NO3 ωB97M-V/def2-TZVPD
O 0.854 1.588 -0.408
O -4.000 0.182 0.285
O -2.134 -0.719 -0.480
N 0.383 -0.684 -0.687
C -2.706 0.210 0.067
C 2.434 -0.031 0.684
C 1.040 0.352 0.290
H 1.090 1.480 -1.326
H 2.582 -1.070 0.543
H -0.624 -0.616 -0.681
H 0.604 -1.589 -0.208
H 0.877 -0.449 -1.610
H -2.208 1.016 0.644
H 0.473 0.474 1.261
H 2.571 0.227 1.792
H -4.362 -0.710 -0.117
H 3.125 0.341 -0.049
```

- Net charge: +1
- Lowest unoccupied orbital energy: -0.125 Ha
- HOMO-LUMO gap: 12.27 eV

---

It is 2) that is the most stable of them.

---

1) Entry from OMol25: a single C3H5Cl2N molecule (ωB97M-V/def2-TZVPD).

The geometry in XYZ format:
```
11
C3H5Cl2N ωB97M-V/def2-TZVPD
Cl -1.599 -0.436 -1.636
Cl 1.216 2.310 -0.626
N 0.176 -1.609 0.689
C 0.650 0.701 -0.716
C 0.319 -0.142 0.511
C -0.814 0.589 -0.395
H 0.044 0.402 1.565
H 0.722 0.258 -1.923
H -0.485 -1.654 1.454
H -1.432 1.487 0.124
H 1.204 -1.909 0.952
```

- SMILES: NC1[C@H](Cl)[C@H]1Cl
- Net charge: 0
- Lowest unoccupied orbital energy: 0.027 Ha
- HOMO-LUMO gap: 9.97 eV

---

2) Entry from OMol25: a single C3H5Cl2N molecule (ωB97M-V/def2-TZVPD).

The geometry in XYZ format:
```
11
C3H5Cl2N ωB97M-V/def2-TZVPD
Cl 2.244 0.060 -0.438
Cl 0.263 -2.538 1.015
N -0.374 -0.165 1.721
C -0.293 1.137 -0.871
C 0.180 -0.218 -0.613
C -0.063 -0.835 0.730
H -1.394 0.936 -1.148
H -0.500 -0.498 2.647
H -0.268 1.568 0.061
H 0.095 1.645 -1.726
H 0.110 -1.093 -1.378
```

- SMILES: [H]/N=C(\Cl)[C@@H](C)Cl
- Net charge: 0
- Lowest unoccupied orbital energy: -0.012 Ha
- HOMO-LUMO gap: 10.11 eV

---

It is 2) that is the most stable of them.

---

1) Entry from OMol25: a single C6H12N2O3 molecule (ωB97M-V/def2-TZVPD).

The geometry in XYZ format:
```
23
C6H12N2O3 ωB97M-V/def2-TZVPD
O 1.880 -1.246 -0.964
O -2.442 -1.419 -0.386
O -3.529 -0.008 0.902
N 2.891 -0.592 1.314
N -0.053 -0.247 -0.621
C -2.380 -0.411 0.157
C 2.026 0.467 0.572
C 3.068 1.091 -0.267
C -1.670 1.928 -0.454
C -1.141 0.546 -0.034
C 1.230 -0.450 -0.326
H -0.434 -0.866 -1.369
H -1.915 2.519 0.357
H -2.675 1.664 -0.966
H 2.333 -1.176 1.934
H -0.866 2.477 -0.973
H 2.867 2.209 -0.588
H 4.029 0.910 0.196
H -4.184 -0.585 0.641
H 1.531 1.121 1.278
H 3.224 -1.079 0.484
H 2.994 0.363 -1.164
H -0.843 0.673 1.019
```

- SMILES: C[C@H](N)C(=O)N[C@@H](C)C(=O)O
- Net charge: 0
- Lowest unoccupied orbital energy: 0.018 Ha
- HOMO-LUMO gap: 9.82 eV

---

2) Entry from OMol25: a single C6H12N2O3 molecule (ωB97M-V/def2-TZVPD).

The geometry in XYZ format:
```
23
C6H12N2O3 ωB97M-V/def2-TZVPD
O 0.117 -0.907 -1.622
O -3.079 0.811 0.199
O -0.963 1.549 -0.083
N -1.292 -0.613 0.236
N -2.026 -1.808 0.092
C 1.121 1.545 -1.284
C 0.353 0.962 -0.106
C 0.971 -1.503 0.544
C 1.029 1.324 1.216
C 0.075 -0.565 -0.260
C -1.898 0.616 0.117
H -2.325 -2.122 1.015
H 1.058 2.407 1.299
H 2.043 0.940 1.251
H -0.237 -1.801 -1.710
H 2.118 1.117 -1.319
H 0.608 1.317 -2.212
H 0.908 -1.297 1.607
H 0.460 0.935 2.057
H -2.870 -1.605 -0.444
H 1.188 2.623 -1.167
H 1.999 -1.399 0.208
H 0.643 -2.525 0.369
```

- SMILES: CC1(C)OC(=O)N(N)[C@@]1(C)O
- Net charge: 0
- Lowest unoccupied orbital energy: 0.026 Ha
- HOMO-LUMO gap: 10.52 eV

---

It is 2) that is the most stable of them.

---

1) Entry from OMol25: 2 unconnected molecules or ions with the total composition C3H3Cl2NO (ωB97M-V/def2-TZVPD).

The geometry in XYZ format:
```
10
C3H3Cl2NO ωB97M-V/def2-TZVPD
Cl 0.184 -3.301 -0.831
Cl 2.324 2.476 1.621
O -1.016 2.610 0.728
N -1.133 0.477 -0.337
C -0.496 -1.786 -1.191
C -1.079 1.566 0.186
C -0.679 -0.798 -0.295
H -0.732 -1.561 -2.152
H -0.405 -1.085 0.821
H 3.031 1.403 1.450
```

- SMILES: O=C=N/C=C/Cl.Cl
- Net charge: 0
- Lowest unoccupied orbital energy: 0.018 Ha
- HOMO-LUMO gap: 9.73 eV

---

2) Entry from OMol25: 2 unconnected molecules or ions with the total composition C3H3Cl2NO (ωB97M-V/def2-TZVPD).

The geometry in XYZ format:
```
10
C3H3Cl2NO ωB97M-V/def2-TZVPD
Cl 1.483 -0.015 -1.299
Cl 2.284 2.669 -0.600
O -2.209 -0.399 -0.488
N -1.743 -1.475 -0.344
C 0.508 1.266 0.839
C 1.272 1.330 -0.268
C -1.178 -2.503 -0.303
H -0.954 -3.458 -0.064
H 0.759 2.063 1.615
H -0.222 0.521 0.913
```

- SMILES: C#[N+][O-].C=C(Cl)Cl
- Net charge: 0
- Lowest unoccupied orbital energy: 0.025 Ha
- HOMO-LUMO gap: 10.11 eV

---

It is 1) that is the most stable of them.